Computed, not measured: a cluster of 3 separate species, C35H54BBrF4N3O13S3 in total in a non-equilibrium geometry, with ωB97M-V/def2-TZVPD.

Output
E_HOMO (eV): -10.97
Net charge: +1
LUMO energy (eV): -3.873
Strongest force on any atom (eV Å⁻¹): 9.39

Positions of all 114 atoms, in Å:
Br1 -2.27 -1.75 4.16
S1 6.85 -3.24 3.30
S2 -5.38 -1.53 3.35
S3 3.34 0.46 -6.10
F1 -4.71 -2.59 -1.27
F2 -5.06 -3.17 3.44
F3 -6.25 -2.78 0.45
F4 -4.08 -3.35 0.77
O1 -2.78 2.41 -2.56
O2 -1.55 -2.83 -1.03
O3 -6.85 -1.42 2.96
O4 -0.61 0.09 2.13
O5 7.98 -3.02 4.17
O6 -6.71 0.92 0.95
O7 2.90 0.37 2.51
O8 -5.36 -0.90 4.74
O9 -0.74 3.39 3.81
O10 4.36 1.20 -5.39
O11 2.88 -0.84 -5.65
O12 -1.92 -2.52 -3.31
O13 6.16 -2.15 2.63
N1 -1.64 -0.59 1.53
N2 -4.03 1.38 -0.55
N3 -0.84 3.52 1.35
C1 4.85 -0.17 3.93
C2 1.61 1.08 2.49
C3 0.45 -3.02 -2.85
C4 3.79 0.34 -7.82
C5 -4.89 -2.34 0.16
C6 -0.16 8.06 0.49
C7 -2.73 -0.46 2.62
C8 -2.74 2.31 2.85
C9 -0.54 -2.42 -0.06
C10 0.58 0.37 1.41
C11 0.45 7.41 1.80
C12 1.06 -1.56 -3.33
C13 -1.06 -2.77 -2.38
C14 -2.03 0.14 0.30
C15 -0.59 4.98 1.20
C16 -2.58 0.89 3.53
C17 7.27 -4.48 2.08
C18 5.18 -5.25 3.14
C19 -3.49 -0.04 -0.29
C20 -4.60 -0.82 0.59
C21 -1.34 3.15 2.70
C22 1.91 1.51 -6.34
C23 5.63 -4.22 4.16
C24 -4.26 -0.58 2.15
C25 0.27 5.87 2.17
C26 6.45 -5.72 2.43
C27 2.50 0.63 -8.57
C28 -6.77 -0.30 -1.32
C29 1.85 1.81 -7.84
C30 -3.43 1.88 -1.62
C31 -1.12 -2.00 1.38
C32 -1.21 5.66 -0.10
C33 3.63 0.90 3.67
C34 -5.95 0.01 -2.67
C35 -1.03 7.17 -0.48
B1 -6.00 -0.05 0.09
H1 1.13 1.00 3.54
H2 1.84 -0.24 -8.52
H3 4.02 1.98 3.51
H4 4.51 -4.78 2.41
H5 7.00 -4.09 1.09
H6 4.54 1.11 -8.02
H7 1.20 -0.52 1.01
H8 -7.74 0.35 -1.40
H9 6.14 -4.71 5.01
H10 -4.68 0.49 2.34
H11 0.09 -1.60 -0.55
H12 -3.39 -0.49 -1.37
H13 -1.86 -2.84 1.61
H14 -4.99 -0.60 -2.83
H15 1.02 0.96 -6.01
H16 1.38 -1.55 -4.43
H17 6.22 -6.31 1.54
H18 5.55 -0.07 3.03
H19 -1.30 0.04 -0.61
H20 4.20 -0.65 -8.03
H21 -0.01 9.16 0.19
H22 0.75 5.42 3.12
H23 -3.40 2.98 3.53
H24 1.86 2.16 2.19
H25 1.15 -3.35 -1.98
H26 -7.18 -1.39 -1.45
H27 -1.89 1.28 0.54
H28 2.00 -1.26 -2.72
H29 -0.24 -2.18 2.12
H30 0.16 -3.34 0.09
H31 -6.65 -0.27 -3.56
H32 4.83 -3.59 4.52
H33 -5.81 1.15 -2.75
H34 2.41 2.72 -8.06
H35 0.82 1.97 -8.17
H36 -1.69 0.85 4.28
H37 8.34 -4.68 2.12
H38 7.03 -6.37 3.11
H39 -1.82 4.99 -0.83
H40 5.33 0.06 4.95
H41 0.30 -0.70 -3.19
H42 4.33 -1.21 3.90
H43 4.64 -6.08 3.61
H44 0.09 3.07 1.28
H45 1.09 8.11 2.46
H46 2.02 2.42 -5.75
H47 2.69 0.86 -9.62
H48 -3.50 0.80 4.26
H49 -3.28 2.32 1.81
H50 2.99 0.91 4.63
H51 -1.50 7.53 -1.47
H52 -6.49 1.84 0.66
H53 0.57 -3.72 -3.75
H54 0.54 1.13 0.54

Atom charges from the Mulliken analysis, given in e for atoms 1 to 2: 0.025, 1.168

Computed, not measured: a cluster of 7 separate species, C35H54BClN7O6 in total in a non-equilibrium geometry, with ωB97M-V/def2-TZVPD.

Output
E_HOMO (eV): -9.44
Net charge: +1
LUMO energy (eV): -2.577
Strongest force on any atom (eV Å⁻¹): 4.11

Positions of all 104 atoms, in Å:
Cl1 2.27 0.14 -1.21
O1 0.27 -4.14 5.19
O2 2.16 -1.95 5.41
O3 0.79 -2.14 3.15
O4 -0.74 -4.92 3.31
O5 -1.32 -0.63 3.40
O6 3.87 -3.36 4.50
N1 -3.20 7.33 -0.63
N2 1.70 -4.47 -3.01
N3 -0.35 1.85 -2.69
N4 -2.99 7.11 -4.30
N5 1.35 2.09 4.57
N6 -0.13 -4.44 -5.93
N7 2.13 -2.61 2.97
C1 0.48 -6.08 -2.09
C2 -1.10 2.76 -2.00
C3 1.31 2.16 2.36
C4 -4.25 7.94 -5.91
C5 1.45 3.41 4.22
C6 -1.98 -1.07 4.59
C7 -2.21 5.92 0.75
C8 4.80 -3.12 5.57
C9 1.70 -5.80 -2.65
C10 0.36 -4.63 4.05
C11 -3.25 6.59 1.45
C12 2.95 -1.54 2.25
C13 -1.89 2.59 -4.10
C14 -0.53 -4.34 -8.11
C15 0.07 -1.92 1.95
C16 3.35 -0.22 0.18
C17 -1.37 -3.40 -7.45
C18 -4.06 7.92 -4.56
C19 -2.49 6.61 -5.47
C20 -3.84 7.46 0.57
C21 -0.82 1.73 -3.97
C22 -1.34 -1.53 2.33
C23 0.50 -3.91 -2.67
C24 -1.44 -0.28 5.76
C25 1.67 -5.00 3.40
C26 -3.25 7.11 -6.49
C27 -0.28 -4.88 -2.10
C28 1.43 3.49 2.86
C29 0.22 -4.96 -7.15
C30 -1.10 -3.49 -6.11
C31 -2.06 3.24 -2.85
C32 3.18 -1.65 0.75
C33 1.27 1.32 3.43
C34 2.19 -3.99 2.41
C35 -2.20 6.40 -0.53
B1 2.76 -2.63 4.41
H1 1.25 1.87 1.32
H2 -0.48 -4.53 -9.16
H3 -4.61 8.41 -3.77
H4 0.30 -2.87 -2.88
H5 1.35 1.74 5.51
H6 -1.92 -2.41 2.57
H7 0.26 -4.71 -5.05
H8 0.02 -2.79 1.31
H9 -1.29 -4.75 -1.76
H10 -3.04 -0.88 4.48
H11 -2.22 -0.08 6.47
H12 -1.58 6.16 -1.38
H13 -0.53 -4.91 2.38
H14 -2.63 6.90 -3.39
H15 1.91 -1.05 5.22
H16 2.46 -3.99 -3.46
H17 2.36 -2.11 0.23
H18 1.16 0.25 3.49
H19 -2.47 2.73 -4.99
H20 -1.02 0.65 5.40
H21 -1.52 -2.96 -5.27
H22 5.02 -2.08 5.66
H23 -0.67 -0.84 6.27
H24 4.40 -3.50 6.49
H25 1.49 4.39 2.28
H26 -5.01 8.48 -6.44
H27 2.38 -5.20 4.19
H28 0.51 -1.12 1.37
H29 -1.78 -1.06 1.47
H30 -1.81 -2.12 4.74
H31 -2.81 3.97 -2.60
H32 2.44 -0.62 2.48
H33 3.10 0.52 0.92
H34 0.98 -5.72 -7.23
H35 4.10 -2.19 0.56
H36 -3.10 6.90 -7.54
H37 1.52 4.17 4.97
H38 -1.55 5.16 1.14
H39 -2.09 -2.75 -7.90
H40 -1.64 5.95 -5.47
H41 -3.42 7.85 -1.45
H42 1.55 -5.93 2.86
H43 4.35 -0.06 -0.19
H44 1.69 -4.07 1.46
H45 -0.89 3.00 -0.97
H46 -0.37 1.06 -4.68
H47 0.16 -7.05 -1.74
H48 -4.65 8.15 0.70
H49 -3.53 6.45 2.48
H50 2.55 -6.42 -2.85
H51 3.23 -4.20 2.21
H52 3.90 -1.51 2.76
H53 5.70 -3.66 5.33
H54 0.43 1.33 -2.32

Atom charges from the Mulliken analysis, given in e for atoms 1 to 2: -0.277, -0.498

Computed, not measured: a cluster of 14 separate species, C35H54Cl41F4N3O3 in total in a non-equilibrium geometry, with ωB97M-V/def2-TZVPD.

Output
E_HOMO (eV): -8.63
Energy relative to the best compared isomer or geometry (same formula, charge and spin) (kcal/mol): 261.0
LUMO energy (eV): 0.108
Strongest force on any atom (eV Å⁻¹): 5.13

Positions of all 140 atoms, in Å:
Cl1 -1.01 -6.42 0.13
Cl2 2.83 3.27 -6.53
Cl3 1.11 -6.39 9.20
Cl4 -4.99 1.22 5.61
Cl5 -4.59 -0.69 7.77
Cl6 3.16 5.31 -4.48
Cl7 -0.86 -2.64 -5.39
Cl8 -4.13 0.97 -9.65
Cl9 -2.29 0.48 6.42
Cl10 3.41 -5.21 7.85
Cl11 -0.12 -10.75 12.06
Cl12 -1.11 -10.00 9.42
Cl13 -2.79 3.33 -8.60
Cl14 -0.19 8.93 1.52
Cl15 1.96 -3.33 -9.06
Cl16 4.14 5.99 -1.17
Cl17 -2.49 7.76 2.87
Cl18 -2.03 5.06 -4.78
Cl19 -2.92 6.24 -2.27
Cl20 -2.89 9.67 0.71
Cl21 0.91 5.83 0.89
Cl22 -0.69 7.41 -3.72
Cl23 -5.02 2.15 -7.14
Cl24 6.72 -5.69 -9.01
Cl25 -1.18 -8.94 1.59
Cl26 0.71 -4.47 7.03
Cl27 1.72 -10.57 9.81
Cl28 5.05 8.54 -2.23
Cl29 5.44 -2.52 5.46
Cl30 -2.84 -1.00 -4.01
Cl31 -0.62 -4.38 -9.91
Cl32 3.20 1.84 0.93
Cl33 7.66 -4.34 5.94
Cl34 5.95 -3.14 -10.20
Cl35 5.08 -5.39 5.10
Cl36 2.21 8.07 -1.79
Cl37 -1.81 -0.16 -6.60
Cl38 -3.59 -7.37 1.10
Cl39 -0.26 -1.52 -9.55
Cl40 4.46 2.73 -4.18
Cl41 5.43 -5.63 -11.62
F1 -1.22 -2.72 4.80
F2 -3.35 -2.64 3.59
F3 0.10 3.28 -3.06
F4 -1.94 -4.56 3.45
O1 -4.36 -1.06 -0.62
O2 0.03 1.76 -0.06
O3 -1.16 -2.52 2.40
N1 0.85 -0.30 1.75
N2 0.88 -0.36 3.11
N3 0.17 -0.90 -1.44
C1 1.29 4.01 0.52
C2 -1.58 -1.10 2.11
C3 -1.00 1.27 0.80
C4 5.53 -4.85 -10.03
C5 0.08 -2.03 -2.46
C6 -3.96 -0.08 6.23
C7 -4.40 0.27 -1.25
C8 -4.34 2.48 -8.74
C9 -1.85 -7.30 1.42
C10 3.25 -1.39 2.15
C11 3.93 3.96 -5.33
C12 0.21 -3.12 -8.97
C13 -2.27 2.05 3.17
C14 3.85 7.73 -1.21
C15 0.26 -9.90 10.55
C16 1.84 -1.31 1.25
C17 3.27 -2.72 3.12
C18 -0.98 2.19 2.20
C19 -2.92 1.06 -1.24
C20 1.96 1.80 -2.27
C21 3.52 4.59 2.02
C22 -2.25 -1.55 -5.59
C23 1.74 -5.78 7.66
C24 -2.55 1.36 0.30
C25 -0.63 -1.27 -0.25
C26 -5.37 -1.17 0.47
C27 -0.50 -0.32 1.11
C28 -2.24 6.56 -3.87
C29 2.57 3.55 1.12
C30 0.28 3.07 -0.43
C31 5.91 -4.13 6.03
C32 1.07 3.09 -1.91
C33 -1.86 8.37 1.33
C34 -1.93 -3.06 3.53
C35 -0.99 4.11 -0.75
H1 -5.03 3.12 -9.29
H2 1.55 0.29 3.57
H3 -3.32 0.73 0.96
H4 3.08 2.18 -2.46
H5 -0.61 5.06 -1.36
H6 -1.85 2.02 4.29
H7 1.77 4.05 -1.95
H8 3.69 5.62 1.47
H9 1.73 -6.59 6.93
H10 -1.70 -0.63 3.16
H11 1.60 1.31 -3.28
H12 -2.64 -1.24 1.57
H13 -5.14 0.95 -0.65
H14 3.17 -2.47 4.27
H15 -4.77 0.19 -2.36
H16 3.12 4.70 3.12
H17 0.72 -1.79 -3.42
H18 -2.97 3.01 3.15
H19 3.49 -0.38 2.70
H20 -1.00 3.37 1.95
H21 -3.97 -0.90 5.51
H22 -1.87 7.55 0.61
H23 4.81 4.35 -5.85
H24 -1.82 3.63 -1.42
H25 -5.27 -2.23 0.99
H26 4.26 -3.35 2.97
H27 -0.10 -3.22 -7.92
H28 -2.96 1.13 3.05
H29 1.45 -2.43 1.22
H30 2.04 0.94 -1.49
H31 -5.22 -0.32 1.29
H32 -3.13 2.00 -1.93
H33 -0.34 -2.41 -0.03
H34 -2.93 7.20 -4.42
H35 -3.05 -2.10 -6.08
H36 4.14 -1.54 1.37
H37 3.94 8.12 -0.19
H38 -6.46 -1.05 0.03
H39 -2.89 2.49 0.50
H40 -1.69 -6.77 2.36
H41 0.05 2.08 2.79
H42 4.56 -4.92 -9.55
H43 2.38 -3.48 2.88
H44 0.85 -1.31 3.52
H45 2.22 -0.93 0.19
H46 0.44 -8.85 10.78
H47 -2.22 0.36 -1.84
H48 5.60 -4.22 7.08
H49 -1.51 4.53 0.20
H50 -1.77 -1.36 -0.59
H51 4.59 4.09 2.11
H52 0.47 -3.04 -2.00
H53 -0.10 -0.03 -1.94
H54 -1.05 -2.17 -2.78

Atom charges from the Mulliken analysis, given in e for atoms 1 to 2: -0.113, -0.108

Computed, not measured: a cluster of 8 separate species, C35H54F21N4O16 in total in a non-equilibrium geometry, with ωB97M-V/def2-TZVPD.

Output
E_HOMO (eV): -12.28
Net charge: +1
LUMO energy (eV): -3.203
Strongest force on any atom (eV Å⁻¹): 1.58

Positions of all 130 atoms, in Å:
F1 -5.86 -5.69 6.26
F2 0.59 10.65 -3.60
F3 -7.97 -6.18 6.27
F4 0.69 9.26 -5.25
F5 -9.04 -7.18 -0.20
F6 8.38 9.42 0.87
F7 8.90 0.11 3.32
F8 -2.97 -3.47 -4.52
F9 2.59 4.82 5.66
F10 10.19 1.83 3.16
F11 7.61 8.70 -1.02
F12 3.96 5.15 4.01
F13 -9.63 -8.94 -1.32
F14 -2.63 -5.25 -3.33
F15 -1.76 -3.37 -2.73
F16 1.96 5.98 3.95
F17 -10.70 -7.07 -1.58
F18 -0.07 8.60 -3.34
F19 9.76 0.97 5.10
F20 9.70 8.42 -0.52
F21 -7.31 -4.22 6.94
O1 8.28 3.15 4.89
O2 1.05 -1.74 0.12
O3 9.06 6.66 1.39
O4 -8.81 -7.85 -3.60
O5 7.01 6.58 0.44
O6 -7.70 -6.34 -2.34
O7 1.12 3.56 3.11
O8 -0.25 -5.52 -4.52
O9 3.09 2.69 3.81
O10 -0.42 -3.38 -5.26
O11 2.49 9.34 -2.28
O12 -1.96 0.32 -0.08
O13 2.98 8.30 -4.22
O14 -8.48 -4.44 4.32
O15 7.01 2.00 3.42
O16 -6.25 -4.40 3.94
N1 -4.63 -1.57 -1.37
N2 -6.50 -2.76 -0.59
N3 -2.84 -0.75 -0.19
N4 -2.94 -0.43 -2.50
C1 0.84 9.38 -3.94
C2 2.18 3.64 3.66
C3 0.52 -4.18 -7.37
C4 -5.89 -4.09 -0.52
C5 0.80 -3.52 -6.04
C6 6.19 3.54 6.09
C7 4.86 9.93 -2.14
C8 3.19 1.47 1.71
C9 -8.71 -3.89 3.01
C10 -3.51 -0.87 -1.34
C11 -9.50 -7.62 -1.37
C12 -8.70 -4.97 1.95
C13 7.21 4.09 5.12
C14 8.02 2.17 4.03
C15 1.41 -3.10 0.40
C16 2.26 8.94 -3.51
C17 -7.20 -4.64 4.63
C18 8.80 5.40 2.06
C19 -8.53 -7.19 -2.50
C20 -6.69 -8.29 -4.74
C21 8.46 8.44 -0.03
C22 -2.07 -4.14 -3.79
C23 3.77 8.97 -1.71
C24 0.91 -4.03 -0.71
C25 -5.59 -1.71 -0.25
C26 -8.01 -7.54 -4.77
C27 2.79 1.43 3.17
C28 9.08 4.22 1.16
C29 8.08 7.09 0.62
C30 -0.34 -1.56 0.16
C31 -0.57 -0.08 -0.07
C32 9.25 1.24 3.91
C33 -0.79 -4.46 -4.59
C34 -7.08 -5.21 6.06
C35 2.68 4.94 4.33
H1 -6.68 -4.84 -0.47
H2 1.73 1.22 3.30
H3 -5.25 -4.21 0.37
H4 -6.15 -8.10 -5.66
H5 1.00 -3.40 1.37
H6 -9.46 -5.73 2.17
H7 -0.75 -1.89 1.13
H8 -7.95 -3.13 2.82
H9 1.43 -4.20 -7.97
H10 5.03 9.89 -3.21
H11 -8.93 -4.54 0.98
H12 1.15 -2.49 -6.17
H13 4.60 10.95 -1.87
H14 -0.11 0.23 -1.01
H15 -0.10 0.49 0.74
H16 -7.30 -2.71 0.03
H17 3.61 9.01 -0.64
H18 4.00 7.95 -2.00
H19 -0.24 -3.63 -7.92
H20 -8.62 -7.85 -5.61
H21 0.58 -3.43 -1.56
H22 6.65 3.24 7.03
H23 0.18 -5.21 -7.23
H24 6.74 4.34 4.17
H25 5.79 9.66 -1.63
H26 4.25 1.71 1.62
H27 -6.87 -9.36 -4.65
H28 3.36 0.69 3.72
H29 -6.08 -7.96 -3.90
H30 10.10 4.26 0.79
H31 -0.82 -2.15 -0.64
H32 1.54 -4.07 -5.46
H33 1.68 -4.73 -1.06
H34 8.40 4.21 0.31
H35 -5.10 -1.42 -2.26
H36 -9.68 -3.40 3.07
H37 -6.13 -0.76 -0.13
H38 -3.36 -0.83 0.67
H39 3.01 0.50 1.25
H40 7.78 5.40 2.43
H41 5.70 2.66 5.66
H42 5.43 4.29 6.29
H43 -3.21 0.44 -2.92
H44 -5.01 -1.92 0.66
H45 -2.22 -0.99 -2.94
H46 2.62 2.22 1.16
H47 7.70 4.98 5.51
H48 -7.73 -5.46 1.90
H49 0.06 -4.62 -0.38
H50 -7.86 -6.46 -4.82
H51 2.50 -3.11 0.48
H52 -5.28 -4.30 -1.40
H53 8.95 3.30 1.71
H54 9.48 5.40 2.92

Atom charges from the Mulliken analysis, given in e for atoms 1 to 2: -0.232, -0.243